[1]
This record from the Open Molecules 2025 dataset describes a structure of composition C25H40AsN9OSSbSe5Sr. The level of theory is ωB97M-V/def2-TZVPD.

Kohn-Sham gap (eV): 3.49
Net charge: -1
E_HOMO (eV): -3.0
E (Eh): -16457.0102

Last column: Löwdin charge in e.
Positions of all 84 atoms, in Å:
C1 -0.62 0.37 3.97  -0.09
C2 -2.25 -4.10 -0.98  -0.33
C3 -2.00 0.58 4.05  0.01
H1 -4.98 -1.32 -0.77  0.02
C4 1.57 -3.51 0.08  -0.26
C5 -1.16 3.16 -1.77  -0.20
C6 2.76 3.91 1.12  -0.27
H2 -3.02 -4.76 -0.58  0.02
H3 4.29 0.18 4.42  0.12
As1 -2.63 -2.24 -0.49  1.06
H4 2.92 4.77 1.78  0.06
H5 -5.05 -3.09 -0.61  0.02
C7 -3.00 -2.56 1.42  -0.33
H6 1.07 -4.07 -0.72  0.09
C8 4.16 0.27 2.27  -0.02
H7 -4.56 -2.34 -2.14  0.02
H8 0.51 -0.49 -3.88  -0.05
H9 -2.09 -2.47 2.01  0.00
O1 0.90 3.06 2.79  -0.53
C9 -1.77 3.90 -2.72  -0.11
N1 -0.26 0.26 6.38  -0.23
N2 1.96 0.23 1.35  0.04
H10 -0.80 4.73 1.04  0.05
C10 0.28 4.89 1.01  -0.25
Se1 3.39 4.03 -5.25  -0.33
Se2 -0.04 1.80 -5.04  -0.16
C11 2.27 0.17 3.72  -0.09
H11 -3.78 0.93 2.89  0.11
Se3 2.58 2.06 -1.90  -0.17
H12 -2.47 0.65 5.02  0.12
H13 0.16 -2.93 -4.05  0.12
H14 -3.11 3.21 -4.20  0.15
C12 3.28 0.28 1.19  -0.16
Se4 1.14 0.19 7.48  1.09
H15 -2.56 0.75 0.72  0.09
H16 -0.33 3.44 -1.15  0.04
N3 -0.73 0.41 1.58  0.06
Sr1 0.41 0.36 -0.90  0.92
C13 1.82 -2.46 -2.80  -0.25
H17 3.42 3.09 1.39  0.04
N4 -0.06 -0.99 -3.18  -0.08
C14 -3.29 0.64 -3.22  -0.03
C15 -4.51 -2.25 -1.06  -0.34
H18 2.14 -3.51 -2.75  0.11
C16 -2.04 0.63 1.67  -0.15
H19 -3.71 -1.81 1.77  0.01
H20 0.58 5.59 1.79  0.06
H21 -2.97 0.40 -4.24  0.07
S1 1.09 3.33 1.33  0.76
C17 1.45 0.21 2.58  -0.19
H22 -0.25 -2.88 -2.32  0.05
C18 3.65 0.20 3.54  0.02
H23 1.01 -2.08 1.43  0.04
C19 1.65 0.17 5.04  -0.33
H24 2.92 4.14 0.06  0.01
C20 -2.71 0.73 2.88  -0.04
N5 -2.68 3.05 -3.31  0.08
H25 -1.28 -4.40 -0.59  0.00
H26 3.63 0.37 0.16  0.06
H27 3.15 -2.09 0.27  0.09
H28 -3.43 -3.55 1.56  0.02
C21 0.34 -2.39 -3.11  -0.27
H29 2.87 -1.06 -1.79  0.06
N6 2.17 -1.76 -1.55  -0.11
H30 5.23 0.32 2.09  0.12
C22 2.68 -2.67 -0.53  -0.24
N7 0.56 -2.66 0.73  0.02
H31 3.44 -3.35 -0.93  0.12
H32 -2.23 -4.19 -2.06  0.02
Sb1 2.36 1.98 -4.47  -0.37
H33 2.02 -4.24 0.76  0.11
H34 -1.00 -0.88 -3.56  0.03
H35 -4.37 0.79 -3.21  0.08
H36 -0.12 -3.24 1.22  0.05
N8 -1.66 1.87 -1.77  0.00
C23 -2.55 1.83 -2.73  -0.47
H37 0.56 5.25 0.02  0.06
N9 2.32 0.08 6.15  -0.23
C24 -0.02 0.31 2.71  -0.18
H38 2.36 -1.99 -3.62  -0.02
C25 0.21 0.27 5.16  -0.33
H39 -1.60 4.89 -3.08  0.12
H40 -3.05 -0.21 -2.57  0.02
Se5 3.44 -0.15 -5.03  -0.22

[2]
This record from the Open Molecules 2025 dataset describes a cluster of 2 separate species, C3H7NO in total. The level of theory is ωB97M-V/def2-TZVPD.

Kohn-Sham gap (eV): 10.30
E_HOMO (eV): -9.4
E (Eh): -248.4438

Last column: Löwdin charge in e.
Positions of all 12 atoms, in Å:
H1 1.99 0.13 -1.33  0.09
H2 -0.34 0.64 2.02  0.02
H3 1.50 1.69 -1.85  0.09
C1 -0.22 0.46 -1.29  -0.32
H4 -1.04 -2.04 2.98  0.05
C2 -0.96 -1.17 2.33  -0.18
C3 1.16 0.65 -1.83  -0.06
N1 -0.39 -0.12 2.69  0.03
O1 -0.61 0.83 -0.22  0.04
H5 -0.89 -0.01 -2.03  0.12
H6 1.30 0.34 -2.87  0.07
H7 -1.49 -1.41 1.40  0.06

[3]
This record from the Open Molecules 2025 dataset describes a structure of composition C29H40KNO2S3. The level of theory is ωB97M-V/def2-TZVPD.

Kohn-Sham gap (spin up / spin down) (eV): 5.33 / 4.25
Net charge: -2
E_HOMO (spin up / spin down) (eV): -1.2 / -0.6
E (Eh): -3128.8941

Last column: Löwdin charge in e.
Positions of all 76 atoms, in Å:
C1 -2.67 2.56 -0.76  -0.10
H1 2.82 -5.36 -3.02  0.07
C2 4.17 -4.52 -0.85  -0.09
H2 3.58 -0.57 3.00  0.08
H3 -0.48 4.56 3.78  0.07
H4 -3.54 2.54 -3.36  0.07
H5 4.66 -2.23 -2.20  0.08
C3 1.29 3.24 2.21  -0.07
C4 -0.20 1.72 0.29  0.01
H6 1.97 3.17 1.36  0.09
C5 0.81 -1.06 0.85  0.00
C6 2.49 -2.72 0.59  -0.02
H7 1.14 -0.02 3.43  0.07
O1 1.15 -1.92 -2.67  -0.18
C7 -5.07 1.92 -1.14  -0.05
C8 1.94 -2.00 2.95  -0.56
H8 -1.10 2.92 3.49  0.09
C9 -2.07 1.38 -1.33  -0.33
H9 0.77 1.40 0.63  0.09
C10 -0.76 2.89 0.75  -0.20
H10 0.62 5.85 1.92  0.07
H11 3.23 -3.38 1.04  0.08
C11 0.14 5.19 1.19  -0.06
H12 -3.19 4.22 -2.92  0.08
C12 -3.90 3.40 -2.79  -0.05
H13 -3.88 5.13 -0.68  0.07
C13 3.38 -1.60 3.31  -0.06
S1 -1.97 -4.58 -5.10  0.42
C14 3.95 -2.89 -2.70  -0.06
H14 -5.20 1.69 -0.08  0.08
H15 -0.05 -1.32 3.53  0.09
H16 1.83 -3.51 4.52  0.07
C15 0.99 -1.07 3.72  -0.07
C16 2.23 -4.69 -2.38  -0.05
C17 0.61 -1.01 -0.54  -0.20
C18 -0.07 3.79 1.78  -0.56
C19 -0.83 0.91 -0.69  -0.20
H17 3.68 -5.16 -0.12  0.08
H18 -6.03 2.24 -1.55  0.07
H19 -4.74 1.02 -1.65  0.07
H20 1.20 2.25 2.65  0.07
H21 0.66 -3.73 3.21  0.09
C20 -4.55 4.27 -0.58  -0.09
H22 4.10 -2.25 2.80  0.07
H23 -5.52 4.55 -1.00  0.07
H24 1.74 3.91 2.95  0.08
K1 -1.42 -1.47 -3.30  0.73
H25 0.77 5.13 0.30  0.09
H26 -1.93 4.31 2.80  0.07
C21 1.73 -1.91 1.44  -0.20
N1 -0.36 -0.26 -1.16  0.07
C22 -4.02 3.04 -1.30  -0.54
C23 3.16 -3.70 -1.66  -0.54
C24 2.33 -2.75 -0.79  -0.10
C25 -3.56 -4.04 -5.33  -2.02
H27 -2.48 4.16 0.63  0.08
H28 1.70 -5.30 -1.65  0.08
H29 4.88 -3.88 -0.33  0.08
C26 1.35 -1.90 -1.42  -0.35
H30 -4.70 4.09 0.49  0.08
H31 3.27 -2.29 -3.30  0.07
H32 4.51 -3.56 -3.36  0.07
H33 4.73 -5.16 -1.54  0.07
H34 -4.87 3.71 -3.18  0.07
C27 -2.02 3.26 0.24  -0.02
S2 -4.32 -2.73 -4.63  0.41
C28 -0.95 3.90 3.04  -0.06
C29 1.68 -3.43 3.44  -0.06
S3 -4.21 -5.14 -6.47  0.39
H35 1.51 -4.15 -2.99  0.07
H36 2.35 -4.14 2.95  0.07
H37 0.16 -0.45 1.46  0.09
H38 -0.81 5.64 0.90  0.07
H39 1.18 -1.15 4.79  0.08
H40 3.55 -1.68 4.39  0.07
O2 -2.58 0.76 -2.30  -0.15

[4]
This record from the Open Molecules 2025 dataset describes the molecule C6H12N2. The level of theory is ωB97M-V/def2-TZVPD.

Kohn-Sham gap (eV): 8.76
E_HOMO (eV): -7.7
E (Eh): -345.2135

Last column: Löwdin charge in e.
Positions of all 20 atoms, in Å:
C1 -0.91 -1.63 -0.40  -0.09
H1 1.44 0.19 -1.37  0.18
C2 2.03 -0.35 0.65  -0.12
H2 -0.75 1.54 -1.79  0.09
H3 -3.18 -0.88 0.20  0.07
C3 -0.27 0.57 0.12  -0.32
H4 1.65 -0.41 1.74  0.09
C4 -0.55 1.81 -0.71  -0.09
H5 -1.59 -2.37 -0.46  0.08
H6 0.02 0.93 1.22  0.16
H7 2.75 -1.12 0.70  0.04
H8 0.92 -2.50 -0.96  0.07
N1 -2.54 -0.18 0.56  0.04
H9 -1.48 2.39 -0.22  0.12
H10 0.36 2.44 -0.72  0.07
C5 0.39 -1.70 -0.62  -0.06
H11 2.77 0.56 0.69  0.11
N2 -1.37 -0.35 -0.18  -0.21
H12 -2.46 -0.41 1.60  0.10
C6 0.93 -0.36 -0.40  -0.33

Max |F|
In order: 0.754, 2.058, 0.132, 4.366
Unit: eV Å⁻¹